(1)
The following is a DFT calculation (the ωB97M-V functional and the def2-TZVPD basis) of an isolated molecule of C6H9N.

Atoms and positions in Å:
C 0.4518 0.2143 1.8856
C 0.0948 0.1774 0.4310
C -1.1235 0.8533 -0.1445
C -0.9663 -0.6221 -0.2675
C 0.0638 -0.9981 -1.3731
N 0.7927 0.0890 -1.9949
C 1.1368 -0.2607 -0.6445
H 0.9883 -0.6938 2.1872
H -0.4435 0.2984 2.5110
H 1.0985 1.0739 2.0959
H -1.8278 1.2104 0.6016
H -1.1026 1.4619 -1.0450
H -1.6267 -1.3608 0.1779
H -0.0277 -1.9359 -1.9066
H 0.3220 0.9776 -2.1347
H 2.1694 -0.4849 -0.3795

Values from the calculation:
- Orbital gap: 9.73 eV
- Structure (SMILES): C[C@]12C[C@H]1[C@H]1N[C@H]12
- ΔE to the lowest compared entry with this formula, charge and spin: 3.536 eV
- E: -7854.6232 eV
- LUMO energy: 1.1 eV



(2)
The following is a DFT calculation (the ωB97M-V functional and the def2-TZVPD basis) of an isolated molecule of C6H9N in a non-equilibrium geometry.

Atoms and positions in Å:
C -1.2613 1.5470 -0.0198
C -0.1658 0.5704 -0.0273
C 0.0402 -0.7867 0.1286
C -0.9969 -1.8566 0.3317
C 1.4538 -0.9429 0.1372
C 2.0207 0.3057 -0.0885
N 0.9987 1.2492 -0.2054
H -2.2335 1.1077 -0.3026
H -0.7248 2.4911 -0.7176
H -1.3574 2.1466 0.8851
H -0.6264 -2.8383 0.0127
H -1.9042 -1.6437 -0.2463
H -1.2894 -1.9467 1.3840
H 1.9741 -1.8997 0.2349
H 3.0561 0.5419 -0.2675
H 0.6082 2.2704 -0.5676

Values from the calculation:
- Orbital gap: 8.59 eV
- Structure (SMILES): Cc1cc[nH]c1C
- ΔE to the lowest compared entry with this formula, charge and spin: 2.171 eV
- E: -7855.9891 eV
- LUMO energy: 0.9 eV



(3)
The following is a DFT calculation (the ωB97M-V functional and the def2-TZVPD basis) of a cluster of 2 separate species, C6H9N in total.

Atoms and positions in Å:
C 1.2808 1.2717 0.1319
C 0.9522 -0.0211 -0.5733
C -1.1407 -0.6105 1.2851
C -2.0868 -0.1822 0.4608
C -0.1649 -0.2085 -1.2773
C 1.9169 -1.0828 -0.5374
N 2.7486 -1.8842 -0.6155
H 1.8909 1.9033 -0.5172
H 1.8375 1.1109 1.0625
H 0.3646 1.8176 0.3849
H -0.5476 0.0790 1.8834
H -0.8301 -1.6527 1.3269
H -2.6306 -0.8606 -0.1928
H -2.2900 0.8791 0.3312
H -0.4760 -1.1807 -1.6465
H -0.8246 0.6216 -1.5068

Values from the calculation:
- Orbital gap: 9.41 eV
- Structure (SMILES): C=C(C)C#N.C=C
- ΔE to the lowest compared entry with this formula, charge and spin: 2.682 eV
- E: -7855.4775 eV
- LUMO energy: 0.4 eV



(4)
The following is a DFT calculation (the ωB97M-V functional and the def2-TZVPD basis) of a cluster of 2 separate species, C6H9N in total in a non-equilibrium geometry.

Atoms and positions in Å:
C -1.3522 -2.0563 0.2809
C 2.5415 0.0301 -0.0080
C 1.3068 0.3670 -0.7835
C 1.2635 0.0991 0.7607
C 0.4211 -0.6066 -0.2064
C -2.1049 1.5729 -0.2503
N -0.4757 -1.4653 -0.4821
H -1.8592 -2.9102 -0.1312
H -1.6383 -1.7026 1.2647
H 2.9908 -0.9440 -0.1639
H 3.2681 0.8193 0.1444
H 1.0975 1.2477 -1.3573
H 1.0063 0.7397 1.5810
H -2.0929 0.8506 0.5341
H -2.7803 1.4568 -1.0677
H -1.5922 2.5017 -0.1155

Values from the calculation:
- Orbital gap (spin up / spin down): 9.07 / 6.86 eV
- ΔE to the lowest compared entry with this formula, charge and spin: 6.880 eV
- E: -7851.2796 eV
- LUMO energy (spin up / spin down): 0.2 / 0.1 eV



(5)
The following is a DFT calculation (the ωB97M-V functional and the def2-TZVPD basis) of an isolated molecule of C6H9N.

Atoms and positions in Å:
C -1.3126 1.4816 -0.2094
C -0.1057 0.6499 0.0876
C 0.0746 -0.7151 0.1824
C -0.9932 -1.7485 0.4066
C 1.4714 -0.9574 -0.0004
C 2.0924 0.2510 -0.1668
N 1.1332 1.2196 -0.0774
H -2.1945 0.8524 -0.3545
H -1.1208 2.0032 -1.1552
H -1.5566 2.2485 0.5332
H -0.7224 -2.7075 -0.0489
H -1.9490 -1.4325 -0.0265
H -1.1724 -1.9367 1.4739
H 1.9503 -1.9257 -0.0779
H 3.1217 0.5081 -0.3797
H 1.2836 2.2093 -0.1869

Values from the calculation:
- Orbital gap: 8.86 eV
- Structure (SMILES): Cc1cc[nH]c1C
- ΔE to the lowest compared entry with this formula, charge and spin: 0.199 eV
- E: -7857.9602 eV
- LUMO energy: 1.1 eV



(6)
The following is a DFT calculation (the ωB97M-V functional and the def2-TZVPD basis) of a structure of composition C6H9N in a non-equilibrium geometry.

Atoms and positions in Å:
C -0.8659 1.2704 1.1144
C -0.1181 0.3851 0.1747
C 0.8062 0.9047 -0.8587
C -0.6186 -0.3668 -0.9880
C -0.0547 -1.7003 -0.5754
N 1.3410 -1.5808 -0.2280
C 0.3918 -1.0163 0.6865
H -1.6234 0.6958 1.6532
H -1.3574 2.0903 0.5800
H -0.1714 1.7097 1.8397
H 0.5271 1.7001 -1.5310
H 1.8792 1.0496 -0.5658
H -1.6469 -0.3044 -1.4023
H -0.4638 -2.6795 -0.8288
H 1.7215 -0.8011 -0.7746
H 0.2533 -1.3565 1.7041

Values from the calculation:
- Orbital gap: 9.02 eV
- ΔE to the lowest compared entry with this formula, charge and spin: 5.392 eV
- E: -7852.7672 eV
- LUMO energy: 0.8 eV



(7)
The following is a DFT calculation (the ωB97M-V functional and the def2-TZVPD basis) of an isolated molecule of C6H9N in a non-equilibrium geometry.

Atoms and positions in Å:
C -1.5278 -0.6905 1.2378
C -0.1969 -0.1918 0.7219
C 0.5194 0.7073 1.3944
C 1.0691 0.1830 -1.4857
C 0.2473 -0.7693 -0.6083
C 0.2937 1.3821 -1.8269
N -0.3577 2.3004 -2.0913
H -1.8073 -1.6443 0.7783
H -2.3187 0.0293 0.9932
H -1.5186 -0.8223 2.3235
H 0.1838 1.0844 2.3572
H 1.4543 1.1203 1.0224
H 1.3604 -0.3129 -2.4172
H 1.9934 0.4902 -0.9867
H -0.6321 -1.0886 -1.1794
H 0.8402 -1.6767 -0.4251

Values from the calculation:
- Orbital gap: 10.45 eV
- Structure (SMILES): C=C(C)CCC#N
- ΔE to the lowest compared entry with this formula, charge and spin: 0.959 eV
- E: -7857.2007 eV
- LUMO energy: 0.8 eV



(8)
The following is a DFT calculation (the ωB97M-V functional and the def2-TZVPD basis) of an isolated molecule of C6H9N in a non-equilibrium geometry.

Atoms and positions in Å:
C -1.4924 0.7165 0.7204
C -0.9688 0.0320 -0.5195
C 0.4678 0.0959 -0.9369
C 1.5408 0.7106 -0.0708
C -0.1216 -1.2325 -0.5095
C 0.4205 -1.7610 0.7191
N 0.9309 -2.1388 1.6877
H -0.7361 0.7788 1.5066
H -1.7989 1.7385 0.4680
H -2.3624 0.1943 1.1298
H -1.6792 0.0280 -1.3455
H 0.6560 0.2093 -2.0024
H 2.4990 0.2097 -0.2542
H 1.6102 1.7678 -0.3278
H 1.3553 0.6322 1.0048
H -0.3212 -1.9816 -1.2696

Values from the calculation:
- Orbital gap: 11.27 eV
- Structure (SMILES): C[C@@H]1[C@H](C)[C@@H]1C#N
- ΔE to the lowest compared entry with this formula, charge and spin: 1.057 eV
- E: -7857.1024 eV
- LUMO energy: 0.9 eV



(9)
The following is a DFT calculation (the ωB97M-V functional and the def2-TZVPD basis) of an isolated molecule of C6H9N.

Atoms and positions in Å:
C -1.1745 -0.9076 0.0536
C 0.2653 -0.4921 -0.1602
C 0.4922 0.9761 -0.4694
C 0.0202 1.8358 0.6234
C -0.3731 2.5313 1.5250
C 1.3420 -1.2036 0.5541
N 1.1145 -1.4399 -0.8742
H -1.6812 -0.2341 0.7517
H -1.2381 -1.9291 0.4505
H -1.7128 -0.8813 -0.9045
H -0.0116 1.2592 -1.3997
H 1.5648 1.1336 -0.6242
H -0.7174 3.1703 2.3077
H 2.2864 -0.7074 0.7712
H 0.9828 -1.8817 1.3156
H 0.6081 -2.3093 -1.0347

Values from the calculation:
- Orbital gap: 10.60 eV
- Structure (SMILES): C#CC[C@]1(C)CN1
- ΔE to the lowest compared entry with this formula, charge and spin: 2.904 eV
- E: -7855.2552 eV
- LUMO energy: 1.0 eV



(10)
The following is a DFT calculation (the ωB97M-V functional and the def2-TZVPD basis) of an isolated molecule of C6H9N in a non-equilibrium geometry.

Atoms and positions in Å:
C 1.8224 -0.6222 0.0160
C 0.2988 0.7688 0.2913
C -1.0989 1.3559 -0.0734
C -1.8406 0.1771 -0.2440
C -1.1827 -1.1033 0.1195
C 0.2692 -0.6591 -0.2121
H 2.1998 -0.7977 0.9954
H 2.3863 -1.0924 -0.8496
H 2.3184 1.4726 0.0900
H 0.2548 0.6696 1.4223
H -1.3898 2.4079 -0.1338
H -2.8936 0.2716 -0.3949
H -1.4297 -1.2373 1.1991
H -1.7134 -1.8515 -0.6060
H 0.3782 -0.6291 -1.2999
N 1.6209 0.8691 -0.3199

Values from the calculation:
- Orbital gap: 10.00 eV
- Structure (SMILES): C1=C[C@@H]2NC[C@H]2C1
- ΔE to the lowest compared entry with this formula, charge and spin: 3.947 eV
- E: -7854.2127 eV
- LUMO energy: 1.2 eV



(11)
The following is a DFT calculation (the ωB97M-V functional and the def2-TZVPD basis) of a cluster of 2 separate species, C6H9N in total in a non-equilibrium geometry.

Atoms and positions in Å:
C 1.9751 0.3014 0.6650
C 0.6515 -0.2730 0.2591
C -0.5171 0.3200 -0.1668
C -0.9565 1.6941 -0.3576
C -1.4966 -0.6556 -0.4680
C -0.8377 -1.8797 -0.3417
N 0.4610 -1.6229 0.1023
H 1.8380 1.2649 1.1675
H 2.6240 0.4682 -0.2032
H 2.5168 -0.3559 1.3581
H -1.1864 2.0240 -1.3580
H -0.2843 2.4295 0.1533
H -2.4558 1.4018 -0.2407
H -2.5132 0.0834 -0.5362
H -1.1421 -2.9183 -0.4149
H 1.1210 -2.3063 0.4610

Values from the calculation:
- Orbital gap: 8.69 eV
- ΔE to the lowest compared entry with this formula, charge and spin: 3.649 eV
- E: -7854.5102 eV
- LUMO energy: 0.9 eV



(12)
The following is a DFT calculation (the ωB97M-V functional and the def2-TZVPD basis) of a structure of composition C6H9N.

Atoms and positions in Å:
C 1.7874 0.7611 0.9616
C 2.1618 -0.5082 0.5651
C 1.7156 -1.5250 0.0105
C 0.4196 -1.6846 -0.4664
C -0.7566 -0.0502 0.0833
C -1.3747 1.2213 -0.4420
N -1.5376 -0.0108 -1.1718
H 2.1282 1.6182 0.3768
H 1.6578 0.9753 2.0240
H 0.5098 0.4221 0.4448
H -0.2461 -2.3909 0.0307
H 0.2376 -1.5906 -1.5354
H -1.2758 -0.4421 0.9612
H -0.7340 1.9622 -0.9183
H -2.2250 1.6364 0.0992
H -2.4678 -0.3939 -1.0233

Values from the calculation:
- Orbital gap: 9.69 eV
- ΔE to the lowest compared entry with this formula, charge and spin: 7.550 eV
- E: -7850.6093 eV
- LUMO energy: 0.9 eV